(1)
ORCA calculation (the ωB97M-V functional and the def2-TZVPD basis) on a cluster of 10 separate species, C66H144N7O17P3 in total at a distorted geometry.

Energy: -143857.2501 eV
E_HOMO: -0.27682 Ha
Frontier orbital gap: 5.15 eV
LUMO energy: -2.38 eV

The geometry in XYZ format:
```
237
C66H144N7O17P3 | the Open Molecules 2025 dataset | the ωB97M-V functional and the def2-TZVPD basis
P 22.198 22.771 18.026
P 14.982 19.233 11.568
P 25.847 13.378 13.921
O 15.555 16.389 14.490
O 17.851 18.490 20.106
O 22.699 16.995 14.982
O 20.547 12.586 12.569
O 19.723 20.496 10.650
O 23.020 18.436 16.586
O 14.166 15.734 15.980
O 21.258 10.713 13.467
O 13.487 15.873 13.982
O 16.801 16.811 20.957
O 24.635 17.091 15.909
O 22.560 11.864 12.165
O 18.954 16.682 20.407
O 14.058 15.839 21.450
O 18.728 19.358 9.213
O 20.807 18.908 15.809
O 19.997 20.995 8.546
N 20.422 17.925 15.104
N 23.444 17.482 15.857
N 21.401 11.715 12.713
N 14.425 15.933 14.797
N 17.882 17.346 20.554
N 19.477 20.308 9.463
N 14.809 15.008 20.825
C 30.377 13.130 14.883
C 21.297 21.312 18.534
C 25.351 12.217 12.628
C 13.246 19.583 11.095
C 13.922 19.144 14.295
C 20.350 18.046 13.587
C 19.549 15.604 13.586
C 23.493 22.381 16.806
C 23.704 17.292 10.964
C 21.486 18.996 13.081
C 15.147 17.466 11.161
C 27.594 13.017 14.464
C 18.695 25.050 17.193
C 26.138 12.474 11.372
C 20.441 16.651 12.941
C 23.026 23.671 19.307
C 25.804 15.061 13.327
C 16.185 14.677 18.742
C 12.250 23.158 12.237
C 19.281 26.320 16.429
C 22.221 23.780 20.649
C 29.420 13.623 15.948
C 23.256 22.931 15.350
C 14.422 16.543 18.967
C 22.592 12.236 17.685
C 22.823 24.754 21.642
C 19.835 16.783 15.889
C 15.478 13.996 21.668
C 21.032 23.992 17.241
C 24.752 13.158 15.350
C 24.575 16.971 12.204
C 25.369 12.023 10.121
C 22.280 21.967 14.593
C 16.415 21.730 11.059
C 16.588 13.407 19.398
C 22.784 11.691 16.273
C 15.129 19.428 13.406
C 16.829 14.936 9.851
C 22.113 20.158 19.282
C 16.001 22.637 9.964
C 18.922 18.650 13.444
C 13.652 14.123 18.862
C 26.005 12.638 8.873
C 15.789 14.462 23.028
C 19.837 24.529 18.062
C 20.589 16.495 17.207
C 21.965 18.033 20.509
C 14.451 12.883 21.787
C 23.288 12.667 15.163
C 13.036 22.074 11.456
C 19.909 15.455 15.074
C 12.364 20.725 11.556
C 24.463 15.534 12.663
C 28.064 14.099 15.436
C 21.527 22.637 13.459
C 16.261 20.172 10.742
C 14.756 15.104 19.230
C 18.417 17.346 16.230
C 21.154 19.244 20.051
C 16.814 13.563 20.932
C 16.555 15.310 11.266
C 17.119 22.639 8.934
C 13.141 19.023 16.715
C 16.503 16.811 11.598
C 21.948 25.019 22.821
C 14.301 19.281 15.773
H 23.293 24.691 18.924
H 24.410 14.903 11.787
H 15.165 17.276 19.332
H 23.754 21.333 16.636
H 18.825 19.490 14.115
H 17.381 17.328 11.143
H 24.845 14.065 15.963
H 17.580 14.375 21.025
H 15.170 18.693 16.016
H 21.615 16.199 17.003
H 22.383 17.351 19.700
H 17.199 19.630 10.977
H 20.458 21.682 19.101
H 20.563 17.291 17.939
H 22.230 25.934 23.314
H 14.762 12.186 22.550
H 16.088 19.893 9.685
H 17.044 12.570 21.338
H 14.586 20.300 15.963
H 23.844 18.312 10.611
H 18.586 26.790 15.747
H 12.561 19.946 16.593
H 25.872 13.703 8.876
H 16.626 15.212 22.857
H 22.599 19.673 18.395
H 15.111 22.341 9.490
H 14.876 14.966 23.485
H 13.211 22.446 10.432
H 22.805 18.337 21.123
H 17.526 13.047 18.925
H 24.441 22.840 17.265
H 13.408 16.761 19.198
H 23.814 24.422 21.890
H 28.245 12.903 13.592
H 21.659 24.879 16.911
H 15.034 17.463 10.076
H 18.517 18.396 16.651
H 27.070 12.394 8.660
H 25.404 10.918 10.168
H 20.169 26.122 15.841
H 20.231 16.695 11.839
H 20.626 19.700 20.882
H 24.187 22.975 14.773
H 14.521 16.485 17.849
H 24.310 12.370 10.229
H 27.577 12.030 14.940
H 28.165 14.988 14.833
H 17.983 16.758 17.000
H 20.119 25.274 18.809
H 21.895 24.197 23.582
H 17.963 23.146 9.389
H 27.152 12.054 11.448
H 14.356 12.362 20.848
H 26.585 15.331 12.637
H 29.252 12.807 16.667
H 13.926 13.094 19.044
H 15.933 21.977 12.038
H 21.406 17.348 21.158
H 22.891 20.509 19.908
H 11.165 22.958 12.255
H 15.559 20.435 13.509
H 12.610 23.130 13.258
H 13.987 22.019 11.930
H 25.371 12.527 15.970
H 19.487 23.666 18.662
H 18.391 24.262 16.538
H 16.163 13.638 23.550
H 20.891 21.928 12.990
H 21.438 16.203 13.003
H 15.631 14.830 11.585
H 22.842 23.949 15.420
H 13.449 13.279 22.084
H 25.625 17.185 11.968
H 22.349 18.327 12.970
H 23.419 10.768 16.331
H 23.570 15.381 13.273
H 12.875 18.579 11.334
H 22.949 21.179 14.169
H 19.571 27.094 17.124
H 13.377 18.769 17.788
H 17.754 17.389 15.433
H 16.457 16.811 12.725
H 15.871 23.680 10.326
H 18.935 19.204 12.459
H 23.895 16.609 10.166
H 25.502 12.272 7.950
H 16.142 14.581 17.643
H 21.882 11.327 15.835
H 15.902 18.706 13.740
H 23.969 23.195 19.519
H 18.078 17.987 13.614
H 13.262 19.529 10.010
H 21.532 21.454 15.253
H 27.342 14.331 16.195
H 30.582 13.858 14.141
H 11.369 20.673 10.971
H 20.749 23.488 16.289
H 12.514 18.205 16.392
H 29.958 12.278 14.406
H 21.145 19.449 12.137
H 24.530 17.748 12.963
H 29.866 14.495 16.486
H 14.382 16.946 11.709
H 16.878 23.224 8.053
H 22.209 22.840 12.639
H 13.152 19.827 13.983
H 22.638 17.332 11.186
H 20.021 15.590 17.496
H 26.326 13.532 11.201
H 16.104 15.468 9.197
H 20.891 20.805 17.641
H 16.855 15.495 18.964
H 31.320 12.809 15.327
H 13.419 14.171 17.749
H 24.286 12.350 12.482
H 22.173 11.397 18.254
H 19.850 14.715 13.108
H 12.757 14.435 19.391
H 13.560 18.137 14.064
H 22.175 22.780 21.039
H 20.980 25.287 22.391
H 23.275 12.106 14.218
H 20.997 23.525 13.800
H 17.451 21.609 8.710
H 25.463 11.237 13.146
H 17.848 25.430 17.736
H 17.390 14.912 11.885
H 21.188 24.106 20.408
H 12.052 20.496 12.551
H 16.544 13.877 9.685
H 17.844 15.149 9.447
H 22.023 13.154 17.787
H 23.587 12.512 18.171
H 20.298 18.920 19.414
H 17.449 21.900 11.257
H 15.783 12.736 19.092
H 18.431 15.781 13.569
H 19.161 14.756 15.537
H 25.823 15.596 14.261
H 22.982 25.704 21.140
H 21.668 19.758 13.810
H 22.613 13.564 14.956
H 12.372 24.141 11.806
H 20.930 14.977 15.303
```

=====

(2)
ORCA calculation (the ωB97M-V functional and the def2-TZVPD basis) on a cluster of 3 separate species, C4H9FN in total at a distorted geometry.

Energy: -8490.1337 eV
Relative energy (zero: lowest compared OMol25 entry of this formula, charge and spin): 446.10 kJ/mol
E_HOMO: -0.59724 Ha
Frontier orbital gap: 11.03 eV
Net charge: +1
LUMO energy: -5.22 eV

The geometry in XYZ format:
```
15
C4H9FN | the Open Molecules 2025 dataset | the ωB97M-V functional and the def2-TZVPD basis
F 1.122 -0.444 -2.572
N -0.377 -0.378 -0.629
C -1.018 0.505 1.623
C -0.882 -1.251 -1.449
C 1.155 0.927 0.436
C -0.132 0.209 0.484
H 1.030 1.653 -0.385
H -0.661 -2.330 -1.501
H 1.869 0.281 0.102
H 1.510 1.238 1.387
H -0.962 -0.409 2.381
H 1.569 -0.906 -1.429
H -0.582 1.338 2.187
H -2.082 0.626 1.603
H -1.559 -1.059 -2.236
```

=====

(3)
ORCA calculation (the ωB97M-V functional and the def2-TZVPD basis) on the ion C4H2BrO2 with charge -1 at a distorted geometry.

Energy: -78317.1867 eV
Relative energy (zero: lowest compared OMol25 entry of this formula, charge and spin): 36.95 kJ/mol
SMILES: C#C[C@H](Br)C(=O)[O-]
E_HOMO: -0.16154 Ha
Frontier orbital gap: 7.84 eV
Net charge: -1
LUMO energy: 3.44 eV

The geometry in XYZ format:
```
9
C4H2BrO2 | the Open Molecules 2025 dataset | the ωB97M-V functional and the def2-TZVPD basis
Br 2.754 0.981 -0.350
O 2.892 -2.187 -0.767
O 0.973 -2.719 0.239
C 0.143 0.026 0.082
C -0.862 0.632 -0.252
C 1.599 -0.323 0.398
C 1.872 -1.987 -0.165
H 1.795 -0.302 1.549
H -1.816 0.938 -0.361
```

=====

(4)
ORCA calculation (the ωB97M-V functional and the def2-TZVPD basis) on a structure of composition C33H23BrN5O5RuTe.

Energy: -132201.3344 eV
Relative energy (zero: lowest compared OMol25 entry of this formula, charge and spin): 1.57 kJ/mol
E_HOMO (spin up / spin down): -0.01584 / -0.07764 Ha
Frontier orbital gap (spin up / spin down): 4.33 / 6.01 eV
Spin multiplicity: 6
Net charge: -2
<S²>: 8.825
LUMO energy (spin up / spin down): 3.90 / 3.90 eV

The geometry in XYZ format:
```
69
C33H23BrN5O5RuTe | the Open Molecules 2025 dataset | the ωB97M-V functional and the def2-TZVPD basis
Te 0.062 3.591 -0.264
Ru 0.377 0.951 0.139
Br -5.828 0.806 4.056
O 5.056 1.348 -0.291
O 6.447 -0.314 0.972
O 6.137 -1.926 2.469
O -0.161 1.211 2.084
O 2.879 1.901 -0.456
N 2.089 -0.996 2.125
N -0.621 -0.841 0.395
N 2.181 0.006 1.252
N 0.737 0.092 -1.633
N 1.547 -1.029 -1.488
C -2.851 2.619 -0.485
C 3.524 -2.155 -2.160
C 3.462 0.156 0.975
C 0.147 -0.953 -3.769
C -4.010 0.870 3.460
C -2.013 3.511 0.188
C 4.225 -0.788 1.701
C -2.571 4.305 1.185
C -1.825 1.813 3.619
C 1.066 -2.145 -0.796
C -1.258 1.320 -4.471
C -3.122 1.725 4.105
C -1.870 -0.802 0.953
C 1.786 -3.351 -0.933
C 3.292 -1.511 2.419
C 3.007 -3.362 -1.671
C -4.737 3.311 0.842
C 5.686 -1.054 1.750
C -2.293 0.125 1.920
C -3.627 0.089 2.400
C -0.519 -0.886 -4.980
C -0.598 1.275 -3.259
C 0.109 0.128 -2.864
C -0.493 -3.240 0.683
C 1.298 -4.510 -0.296
C -1.390 1.076 2.515
C 0.166 -4.448 0.485
C 3.829 1.242 -0.013
C -0.056 -2.057 0.067
C 2.796 -1.006 -2.057
C -1.237 0.243 -5.350
C -3.918 4.209 1.509
C -4.195 2.517 -0.159
H -0.200 -5.338 0.986
H 1.848 -5.436 -0.414
H -0.475 -1.741 -5.647
H -1.791 2.227 -4.735
H -3.448 2.331 4.940
H -5.778 3.211 1.123
H -4.816 1.794 -0.677
H 4.504 -2.100 -2.612
H 3.111 -0.036 -2.409
H -1.325 -3.181 1.372
H -1.111 2.495 4.065
H 1.168 -1.271 2.432
H -4.320 4.814 2.313
H 3.423 -2.336 3.096
H 3.565 -4.286 -1.744
H -4.337 -0.579 1.928
H -1.935 4.984 1.739
H -1.758 0.286 -6.299
H -2.444 1.977 -1.257
H -0.585 2.141 -2.613
H 5.883 0.381 0.440
H -2.585 -1.553 0.617
H 0.692 -1.851 -3.514
```

=====

(5)
ORCA calculation (the ωB97M-V functional and the def2-TZVPD basis) on a cluster of 3 separate species, C4H16N2O in total at a distorted geometry.

Energy: -9426.3639 eV
Relative energy (zero: lowest compared OMol25 entry of this formula, charge and spin): 0.00 kJ/mol
E_HOMO (spin up / spin down): -0.48521 / -0.48459 Ha
Frontier orbital gap (spin up / spin down): 10.28 / 7.86 eV
Spin multiplicity: 2
Net charge: +1
<S²>: 0.751
LUMO energy (spin up / spin down): -2.92 / -5.33 eV

The geometry in XYZ format:
```
23
C4H16N2O | the Open Molecules 2025 dataset | the ωB97M-V functional and the def2-TZVPD basis
O -2.637 0.965 3.062
N -0.756 1.213 1.038
N 0.867 -1.680 -0.093
C -1.150 0.269 -0.075
C 2.077 -0.679 -2.016
C -0.134 0.299 -1.231
C 0.729 -0.988 -1.392
H -1.165 -0.724 0.371
H 0.165 -1.653 -2.047
H -1.415 1.101 1.836
H 1.483 -2.487 -0.202
H 2.541 -1.623 -2.295
H 0.184 0.939 1.310
H 2.710 -0.104 -1.349
H -0.734 0.376 -2.139
H -2.893 1.672 3.666
H 1.947 -0.125 -2.955
H 0.538 1.149 -1.159
H 1.428 -1.054 0.486
H -2.111 0.641 -0.435
H -2.964 0.153 3.467
H 2.051 0.166 1.448
H -0.757 2.174 0.704
```

=====

(6)
ORCA calculation (the ωB97M-V functional and the def2-TZVPD basis) on an isolated molecule of C20H25N5O2S at a distorted geometry.

Energy: -43527.7761 eV
Relative energy (zero: lowest compared OMol25 entry of this formula, charge and spin): 0.64 kJ/mol
SMILES: Cc1ccccc1CNC(=O)C1CCN(c2nnc(N3CCCC3=O)s2)CC1
E_HOMO: -0.27912 Ha
Frontier orbital gap: 8.30 eV
LUMO energy: 0.71 eV

The geometry in XYZ format:
```
53
C20H25N5O2S | the Open Molecules 2025 dataset | the ωB97M-V functional and the def2-TZVPD basis
S -0.404 -0.108 3.927
O -1.311 -0.158 6.434
O 1.403 2.780 -1.098
N -0.226 -1.936 2.106
N -1.425 -2.174 5.380
N 0.099 2.250 -2.854
N -0.747 -2.549 3.169
N 0.645 0.111 1.403
C 1.061 2.631 -3.873
C 0.587 1.550 1.510
C 2.323 0.497 -3.883
C 1.555 1.406 -4.603
C -2.135 -2.162 7.588
C -0.906 -1.775 4.181
C -0.643 2.096 0.781
C 2.458 -0.944 -5.782
C 2.773 -0.674 -4.461
C 1.696 -0.044 -6.504
C -2.651 -3.434 6.915
C 1.229 1.134 -5.933
C -1.584 -1.335 6.443
C -1.797 -3.548 5.648
C -0.690 1.617 -0.675
C 0.726 -0.347 0.032
C 0.388 2.277 -1.534
C -0.520 0.089 -0.740
C 0.402 2.079 -6.757
C 0.031 -0.680 2.300
H 0.813 -1.434 0.038
H -0.895 -4.147 5.812
H 1.622 0.094 -0.412
H -2.556 -4.314 7.548
H 0.906 3.039 -6.865
H -3.701 -3.313 6.647
H -1.391 -0.390 -0.288
H -1.312 -2.371 8.276
H 1.489 1.960 1.050
H 2.568 0.723 -2.856
H 3.368 -1.369 -3.888
H -0.722 1.759 -3.170
H 1.886 3.115 -3.342
H -1.664 1.884 -1.101
H -2.331 -3.960 4.791
H 0.563 1.835 2.563
H 0.601 3.353 -4.550
H -0.569 2.254 -6.297
H -1.546 1.755 1.294
H -2.899 -1.611 8.133
H 0.239 1.668 -7.750
H -0.444 -0.247 -1.777
H -0.620 3.186 0.808
H 2.804 -1.854 -6.249
H 1.454 -0.260 -7.535
```

=====

(7)
ORCA calculation (the ωB97M-V functional and the def2-TZVPD basis) on a cluster of 9 separate species, C16H45BF4NO7 in total at a distorted geometry.

Energy: -44687.3819 eV
Relative energy (zero: lowest compared OMol25 entry of this formula, charge and spin): 499.87 kJ/mol
E_HOMO: -0.23783 Ha
Frontier orbital gap: 9.17 eV
Net charge: -1
LUMO energy: 2.70 eV

The geometry in XYZ format:
```
74
C16H45BF4NO7 | the Open Molecules 2025 dataset | the ωB97M-V functional and the def2-TZVPD basis
F 1.211 0.628 1.713
F -0.433 1.072 0.195
F 1.775 0.716 -0.426
F 0.597 -0.997 0.327
O 3.125 2.922 -0.656
O 1.098 -1.679 -2.322
O -2.500 1.259 1.899
O 0.772 -0.968 3.753
O 0.229 2.482 -2.133
O 4.239 -0.491 0.608
O -4.019 0.289 -3.693
N -2.852 -2.691 0.016
C -3.792 0.940 -1.485
C -3.636 -0.176 -2.420
C -1.100 3.062 -4.269
C -0.199 -2.277 -2.339
C 3.855 2.516 -1.840
C -0.437 1.908 -3.376
C 3.931 -1.625 1.455
C -0.693 -2.518 -3.794
C 5.346 -2.348 1.492
C -2.284 -2.805 0.893
C -4.413 0.761 3.099
C -2.992 0.241 2.743
C 0.421 -0.134 4.792
C -0.475 -1.044 5.763
C 4.892 3.471 -2.201
C -1.490 -2.963 2.208
B 0.794 0.402 0.460
H -2.515 0.121 3.640
H 0.148 1.903 -1.323
H -1.578 2.760 -5.402
H 5.806 -2.548 0.374
H -5.106 0.007 3.399
H -3.237 0.456 -0.531
H -0.030 0.795 4.447
H 3.208 -2.346 1.030
H -0.929 -1.691 -1.835
H 2.316 2.249 -0.381
H -1.741 -2.521 -3.609
H -0.723 -0.541 6.717
H -1.951 -3.993 2.611
H -2.720 -0.677 2.236
H 1.543 0.119 5.333
H 3.502 -1.029 2.077
H 3.139 2.596 -2.644
H -2.693 -0.726 -2.384
H 5.262 3.314 -3.091
H -2.978 1.711 -1.739
H 5.945 3.455 -1.498
H -1.238 1.172 -2.805
H -0.157 -3.171 -1.836
H -4.960 0.901 1.995
H 0.085 -1.868 6.138
H -4.189 -1.044 -2.253
H -4.475 1.710 3.875
H 4.493 4.471 -2.209
H 4.095 1.403 -1.943
H 6.029 -1.716 2.124
H 0.517 1.416 -3.623
H -2.097 3.567 -4.075
H -3.647 -0.366 -4.436
H -0.532 -2.729 1.893
H -1.685 1.133 1.444
H 5.175 -3.416 2.066
H -0.253 -3.337 -4.185
H -1.369 -1.321 5.250
H -1.528 -1.971 2.608
H -0.629 -1.682 -4.331
H -0.251 3.620 -4.550
H 3.325 -0.099 0.397
H 1.185 -0.269 3.267
H 1.269 -1.273 -1.384
H -4.803 1.503 -1.315
```